Entry 1:
69
Properties=species:S:1:pos:R:3 method="wB97M-V/def2-TZVPD" charge=+1 orbital_gap_ev="5.596 / 5.364" e_tot_ha=-2911.4540 max_force_ev_per_a=3.4
Lu 0.31973 -0.44673 -2.73594
C -0.83832 -2.31223 0.11188
C 0.46831 -2.72463 -0.26193
C 0.63582 -0.65233 0.73899
C -0.74190 -1.03572 0.73425
C 1.38691 -1.70323 0.11759
C -2.10048 -3.06323 -0.14234
H -1.95258 -3.73847 -0.99994
H -2.94365 -2.41105 -0.40233
H -2.37663 -3.67498 0.73820
C -1.86104 -0.39312 1.46157
H -2.80128 -0.93511 1.26933
H -2.02370 0.62465 1.10560
H -1.69764 -0.30753 2.55293
C 1.21940 0.46901 1.52335
H 0.84691 0.52334 2.56848
H 0.95827 1.42537 1.04903
H 2.31583 0.37373 1.56794
C 2.86580 -1.86656 0.08722
H 3.30570 -2.43609 0.93749
H 3.37174 -0.90032 0.06346
H 3.13440 -2.42171 -0.82360
C 0.80192 -4.05120 -0.83547
H 0.92195 -4.81793 -0.04537
H 1.73832 -3.99172 -1.40628
H 0.00386 -4.38704 -1.51294
C -1.26707 1.51185 -5.30368
C -1.85879 0.30705 -5.14815
C -1.27348 -1.01879 -5.56252
C 0.19785 -0.95820 -5.94010
C 1.12474 -0.32794 -4.85738
C 1.82938 0.87026 -5.07214
C 1.29204 2.04193 -5.78122
C -0.18464 1.93686 -6.24431
H -1.79905 -1.44798 -6.42304
H 0.23535 -0.45242 -6.91997
H -1.48661 -1.78455 -4.79821
H -0.17226 1.32635 -7.15471
H -1.77656 2.38598 -4.85832
H -2.91803 0.23104 -4.90360
H -0.44454 2.97262 -6.53259
H 1.45358 2.97333 -5.20866
H 2.88250 0.96828 -4.81384
H 1.83610 2.34578 -6.69866
H 0.48998 -2.00374 -6.11570
H 1.68601 -1.16099 -4.37663
P -1.73755 1.33078 -2.09081
C -3.25046 2.04372 -2.64172
C -1.95259 -0.56947 -2.21285
P 1.24034 2.65414 -1.79105
C -0.20156 2.03869 -2.91229
C 2.36192 1.11328 -1.92127
C 2.15776 3.84026 -2.89409
H -3.10452 3.14393 -2.69835
H -4.05379 1.78502 -1.91896
H -3.47682 1.61921 -3.63350
H -2.07621 -0.97675 -3.23205
H -2.95118 -0.77589 -1.75427
H -1.33724 -1.38526 -1.70700
H 1.87362 3.74010 -3.91848
H 3.24154 3.68561 -2.77490
H 1.91266 4.89072 -2.56515
H -0.41197 2.88367 -3.58261
H 0.06924 1.26787 -3.69273
H 2.69920 0.67851 -0.98668
H 3.24352 1.57596 -2.39980
H 2.19570 0.32191 -2.71026
N -0.99963 2.73098 0.30403
C -1.50222 2.03352 -0.50386


Entry 2:
103
Properties=species:S:1:pos:R:3 method="wB97M-V/def2-TZVPD" orbital_gap_ev=8.021 e_tot_ha=-4017.4993 smiles="CC[C@H](Cl)[C@@]1(CCCO)OS(=O)(=O)O[C@]1(CCC(F)(F)C(F)(F)C(F)(F)C(F)(F)F)C[C@H](C)I.COCCOCCOC.COCCOCCOC" max_force_ev_per_a=6.4
C -3.27031 5.48449 2.95370
C -4.03407 4.10403 2.39868
C -3.01245 2.84987 2.13524
Cl -1.91729 2.83212 3.68029
C -2.10023 2.97587 0.73789
C -2.70083 4.13321 -0.22860
C -2.08113 4.28615 -1.72477
C -0.47946 4.60341 -1.81911
O -0.16218 5.49915 -2.97198
O -0.90144 3.67648 1.31378
S 0.59019 2.84539 0.98269
O 1.03903 2.35766 2.37568
O 1.70522 3.83103 0.49715
O -0.12215 1.77626 -0.13623
C -1.55292 1.53515 0.07407
C -1.49109 0.33688 1.22670
C -0.89454 -1.09417 0.72562
C 0.69740 -1.36134 0.97417
F 1.29394 -0.60006 2.11689
F 0.80437 -2.80675 1.41260
C 1.63560 -1.28927 -0.39481
F 1.87214 -2.70792 -0.86017
F 0.99596 -0.60212 -1.53615
C 3.11661 -0.62859 -0.15443
F 3.06686 0.82361 0.26168
F 3.82221 -1.45912 0.89257
C 4.11044 -0.66121 -1.47120
F 4.54411 -2.03559 -1.86800
F 5.37847 0.02963 -1.02371
F 3.61761 0.14517 -2.62434
C -2.51812 0.92244 -1.07268
C -1.88059 0.36154 -2.44027
C -0.85098 1.30504 -3.27645
I -3.62776 0.09232 -3.81662
H -2.13547 5.52524 2.67550
H -3.42413 5.55666 4.13483
H -3.89075 6.38180 2.47947
H -4.80871 4.31590 1.54891
H -4.69785 3.76793 3.33537
H -3.71738 1.88585 2.11504
H -2.63468 5.21943 0.26332
H -3.86373 3.90080 -0.37071
H -2.61636 5.24470 -2.19988
H -2.46040 3.38535 -2.36612
H 0.21914 3.66975 -1.89841
H -0.13258 5.21494 -0.85657
H -0.39283 4.94646 -3.79686
H -0.92423 0.64647 2.19918
H -2.61389 0.10781 1.56401
H -1.46199 -1.91284 1.38944
H -1.13621 -1.39665 -0.37750
H -3.10666 0.01354 -0.56579
H -3.38686 1.68703 -1.36847
H -1.40680 -0.71636 -2.41144
H 0.11196 1.65320 -2.71266
H -0.44940 0.62600 -4.17581
H -1.36196 2.22749 -3.83670
C 8.70643 1.71818 6.42799
O 7.91298 1.85263 5.26264
C 8.60713 1.46657 4.07379
C 7.64746 0.80337 3.08258
O 7.25402 -0.52590 3.45011
C 6.38081 -0.64510 4.58073
C 4.95691 -0.13792 4.33167
O 4.92772 1.28894 4.30301
C 4.01755 1.80041 3.34311
H 9.48805 2.48269 6.44467
H 8.05832 1.85252 7.29833
H 9.14939 0.71895 6.48942
H 9.42593 0.77550 4.30232
H 9.02246 2.37576 3.63008
H 8.17534 0.69801 2.12850
H 6.77609 1.42748 2.88088
H 6.82413 -0.19234 5.46919
H 6.31742 -1.71948 4.78582
H 4.30837 -0.45824 5.15278
H 4.57817 -0.56311 3.39437
H 4.20508 1.36340 2.35657
H 4.17094 2.87995 3.26962
H 2.98886 1.60464 3.65658
C -2.69357 -4.59682 -1.93451
O -3.48702 -4.46237 -3.09986
C -2.79287 -4.84843 -4.28871
C -3.75254 -5.51163 -5.27992
O -4.14598 -6.84090 -4.91239
C -5.01919 -6.96010 -3.78177
C -6.44309 -6.45292 -4.03083
O -6.47228 -5.02606 -4.05949
C -7.38245 -4.51459 -5.01939
H -1.91195 -3.83231 -1.91783
H -3.34168 -4.46248 -1.06417
H -2.25061 -5.59605 -1.87308
H -1.97407 -5.53950 -4.06018
H -2.37754 -3.93924 -4.73242
H -3.22466 -5.61699 -6.23400
H -4.62391 -4.88752 -5.48162
H -4.57587 -6.50734 -2.89331
H -5.08258 -8.03448 -3.57668
H -7.09163 -6.77324 -3.20972
H -6.82183 -6.87811 -4.96813
H -7.19492 -4.95160 -6.00593
H -7.22906 -3.43505 -5.09288
H -8.41114 -4.71036 -4.70592


Entry 3:
74
Properties=species:S:1:pos:R:3 method="wB97M-V/def2-TZVPD" charge=+3 multiplicity=5 orbital_gap_ev="5.972 / 6.273" e_tot_ha=-2537.4301 max_force_ev_per_a=3.8
Ir 0.00587 -0.27797 -0.11412
P -1.59043 -1.93928 0.29475
P 1.19903 -0.86981 1.61183
P 1.41175 -1.68610 -1.51697
H -1.19934 4.55563 -3.84440
C -0.82170 3.59449 -4.14277
C -1.80100 2.49900 -4.19787
H -2.55151 2.62239 -3.40631
C -3.05985 -1.24276 1.12847
C -1.19210 -3.43645 1.28945
C -2.18911 -2.54007 -1.32099
C 2.52447 0.37252 1.71627
C 0.41231 -0.89248 3.27371
C 2.15479 -2.44615 1.74321
C 0.96592 -1.59029 -3.28097
C 1.46396 -3.53206 -1.32337
C 3.18814 -1.20237 -1.46625
H -0.12326 3.60739 -4.98082
H -2.32828 2.47620 -5.17035
H -3.30425 -0.26997 0.67958
H -2.87629 -1.10247 2.20356
H -3.90612 -1.93495 0.99875
H -0.93118 -3.17201 2.32442
H -0.37310 -4.02292 0.85321
H -2.09769 -4.06365 1.30789
H -2.17219 -1.70334 -2.03295
H -3.22415 -2.89167 -1.20559
H -1.57252 -3.36204 -1.70905
H 3.12843 0.15418 2.60449
H 2.10651 1.38022 1.80791
H 3.17034 0.33276 0.83163
H 0.91847 -1.63483 3.90553
H -0.65397 -1.15435 3.23741
H 0.52710 0.08986 3.74863
H 3.21765 -2.26535 1.55090
H 1.79673 -3.22201 1.06416
H 2.06053 -2.83898 2.76199
H 1.37166 -2.45218 -3.82767
H 1.35929 -0.67240 -3.73438
H -0.12656 -1.58022 -3.38834
H 1.58432 -3.98150 -2.31799
H 0.54778 -3.94628 -0.88903
H 2.31994 -3.85961 -0.72193
H 3.63969 -1.52938 -2.41157
H 3.72499 -1.66684 -0.62868
H 3.27550 -0.11124 -1.39192
C -0.46030 1.50843 -2.61582
C 0.61152 2.40604 -2.41806
C 1.61335 2.38236 -3.35595
C 1.40280 1.62666 -4.54450
C 0.17417 1.09163 -4.87699
C -0.99239 1.21147 -3.98913
O -0.98248 0.78762 -1.69632
H 1.13539 0.32416 -1.30317
H 0.67720 2.88771 -1.44645
H 2.58874 2.84779 -3.16221
H 2.26380 1.51053 -5.21486
H 0.01129 0.55947 -5.81432
H -1.68029 0.34790 -4.00713
S -1.20016 1.67464 0.94646
C -1.10783 1.87794 2.65895
N -2.18946 1.65631 3.42329
C -2.06971 1.62365 4.89424
C -1.25076 2.81027 5.34889
C 0.04746 2.94299 4.59926
N 0.01489 2.33735 3.26141
H -2.95585 1.16387 2.99060
H -1.58206 0.68832 5.20452
H -3.08391 1.67311 5.29880
H -1.02389 2.70301 6.40943
H -1.83498 3.72911 5.24545
H 0.84584 2.44084 5.15192
H 0.30650 3.99883 4.48091
H 0.74054 2.59736 2.61730